1.
Computed, not measured: a cluster of 2 separate species, C3H10N5 in total, with ωB97M-V/def2-TZVPD.

Geometry as XYZ:
```
18
C3H10N5 ωB97M-V/def2-TZVPD
C -1.843 2.925 0.884
C 1.377 1.296 -0.152
C 0.790 -2.444 -1.285
N 1.129 0.093 -0.160
N 0.434 -0.742 0.472
N -0.289 -2.845 0.750
N 0.273 -1.888 -0.030
N 1.806 2.273 -0.594
H -2.322 3.602 0.209
H -2.473 2.022 0.816
H 0.502 -1.846 -2.051
H 1.931 -2.233 -1.447
H 0.675 -3.451 -1.205
H -0.163 -2.755 1.746
H -1.286 -2.917 0.643
H -0.965 2.490 0.485
H -1.740 3.283 1.961
H 2.166 3.138 -1.044
```

Output
* energy above the lowest of the compared OMol25 structures with the same formula, charge and spin: 537.8 kJ/mol
* total charge: +1
* E: -393.653158 a.u.
* HOMO energy: -14.4 eV
* LUMO level: -5.04 eV


2.
Computed, not measured: a cluster of 2 separate species, C3H10NO in total, with ωB97M-V/def2-TZVPD.

Geometry as XYZ:
```
15
C3H10NO ωB97M-V/def2-TZVPD
C 0.618 -1.709 -1.438
O 0.280 -0.389 -1.518
H 0.717 -2.243 -0.432
H 1.553 -2.137 -1.992
H -0.010 -2.413 -1.970
C -1.428 0.626 0.418
N -0.155 0.198 1.039
C 0.695 1.318 1.594
H -1.383 1.762 0.150
H -2.271 0.533 1.146
H -1.863 0.031 -0.535
H 0.242 -0.162 0.091
H 1.427 1.008 2.273
H 1.101 1.855 0.725
H 0.020 2.080 1.971
```

Output
* energy above the lowest of the compared OMol25 structures with the same formula, charge and spin: 202.2 kJ/mol
* total charge: -1
* E: -250.214343 a.u.
* HOMO energy: -2.7 eV
* LUMO level: 4.41 eV


3.
Computed, not measured: a cluster of 2 separate species, C3H10NO in total, with ωB97M-V/def2-TZVPD.

Geometry as XYZ:
```
15
C3H10NO ωB97M-V/def2-TZVPD
C 1.378 1.644 -1.774
O 1.061 1.165 -0.547
H 0.507 2.078 -2.333
H 2.137 2.460 -1.761
H 1.806 0.881 -2.468
C -1.639 -0.247 0.450
N -0.400 -0.968 0.224
C 0.113 -1.517 1.458
H -1.964 0.214 -0.478
H -2.439 -0.933 0.767
H -1.564 0.534 1.226
H 0.279 -0.247 -0.146
H 0.424 -0.764 2.194
H 0.952 -2.177 1.235
H -0.651 -2.124 1.953
```

Output
* energy above the lowest of the compared OMol25 structures with the same formula, charge and spin: 82.1 kJ/mol
* total charge: -1
* E: -250.260082 a.u.
* HOMO energy: -2.6 eV
* LUMO level: 4.41 eV


4.
Computed, not measured: a cluster of 2 separate species, C3H10NO in total, with ωB97M-V/def2-TZVPD.

Geometry as XYZ:
```
15
C3H10NO ωB97M-V/def2-TZVPD
C 1.727 -1.733 -0.050
O 0.508 -1.464 0.521
H 2.148 -0.760 -0.369
H 2.537 -2.161 0.661
H 1.751 -2.433 -0.903
C -0.431 0.901 -1.280
N -1.130 0.602 -0.074
C -0.920 1.600 0.967
H -0.668 1.940 -1.595
H 0.700 0.825 -1.309
H -0.735 0.150 -2.021
H -0.812 -0.325 0.299
H 0.152 1.646 1.227
H -1.508 1.303 1.831
H -1.234 2.615 0.728
```

Output
* energy above the lowest of the compared OMol25 structures with the same formula, charge and spin: 113.6 kJ/mol
* total charge: -1
* E: -250.248083 a.u.
* HOMO energy: -2.3 eV
* LUMO level: 4.38 eV


5.
Computed, not measured: a cluster of 2 separate species, C3H10NO in total, with ωB97M-V/def2-TZVPD.

Geometry as XYZ:
```
15
C3H10NO ωB97M-V/def2-TZVPD
C -0.191 2.384 -1.164
O 0.286 1.353 -0.363
H -1.083 2.009 -1.755
H -0.421 3.242 -0.487
H 0.619 2.701 -1.845
C 0.528 -1.507 -0.583
N -0.282 -1.731 0.617
C -0.385 -0.621 1.588
H 0.218 -0.524 -1.004
H 1.632 -1.459 -0.388
H 0.307 -2.363 -1.244
H -0.025 -2.512 1.166
H 0.520 -0.455 2.219
H -1.246 -0.849 2.224
H -0.476 0.332 1.019
```

Output
* energy above the lowest of the compared OMol25 structures with the same formula, charge and spin: 153.3 kJ/mol
* total charge: -1
* E: -250.232957 a.u.
* HOMO energy: -2.3 eV
* LUMO level: 4.47 eV


6.
Computed, not measured: a cluster of 2 separate species, C3H10NO in total, with ωB97M-V/def2-TZVPD.

Geometry as XYZ:
```
15
C3H10NO ωB97M-V/def2-TZVPD
N -1.798 1.112 -0.158
H -1.255 1.623 -0.889
H -1.855 1.673 0.708
H -2.735 0.867 -0.514
H -1.277 0.203 0.063
C -0.217 -1.535 -0.044
C 0.674 -0.546 -0.211
O 0.681 0.154 -1.410
C 1.658 -0.062 0.816
H -0.193 -2.069 0.894
H -0.894 -1.868 -0.822
H 1.597 0.174 -1.716
H 1.441 -0.570 1.752
H 2.714 -0.164 0.553
H 1.459 1.007 0.979
```

Output
* energy above the lowest of the compared OMol25 structures with the same formula, charge and spin: 160.9 kJ/mol
* E: -250.155534 a.u.
* expectation value of S²: 0.751
* multiplicity: 2
* HOMO energy (alpha / beta): -3.5 / -9.9 eV
* LUMO level (alpha / beta): 0.72 / 0.50 eV


7.
Computed, not measured: a cluster of 2 separate species, C3H10NO in total, with ωB97M-V/def2-TZVPD.

Geometry as XYZ:
```
15
C3H10NO ωB97M-V/def2-TZVPD
C 0.999 -1.093 3.134
N 0.486 -0.921 1.978
H 0.646 -1.947 3.699
H 1.680 -0.308 3.453
H 0.870 -0.213 1.338
H -0.312 -1.463 1.669
C 0.106 0.549 -1.834
O 0.310 -0.201 -0.609
C -1.221 1.263 -1.852
H 0.173 -0.118 -2.694
H 0.934 1.240 -1.897
H -0.003 -1.102 -0.751
H -2.028 0.595 -2.151
H -1.194 2.036 -2.618
H -1.445 1.683 -0.867
```

Output
* energy above the lowest of the compared OMol25 structures with the same formula, charge and spin: 132.1 kJ/mol
* total charge: +1
* E: -250.003506 a.u.
* HOMO energy: -14.5 eV
* LUMO level: -5.54 eV


8.
Computed, not measured: a cluster of 2 separate species, C3H10NO in total, with ωB97M-V/def2-TZVPD.

Geometry as XYZ:
```
15
C3H10NO ωB97M-V/def2-TZVPD
N 2.017 -1.585 -0.507
H 2.460 -0.665 -0.426
H 2.610 -2.257 -0.010
H 1.048 -1.547 -0.046
H 1.988 -1.829 -1.499
C -1.316 2.167 -0.047
C -1.097 0.695 -0.122
C -0.519 -0.005 0.835
O -0.323 -1.401 0.763
H -2.348 2.418 -0.292
H -1.093 2.553 0.944
H -0.694 2.713 -0.756
H -1.472 0.153 -0.990
H -0.147 0.414 1.758
H -1.113 -1.823 0.394
```

Output
* energy above the lowest of the compared OMol25 structures with the same formula, charge and spin: 59.3 kJ/mol
* total charge: +1
* E: -250.031208 a.u.
* HOMO energy: -13.4 eV
* LUMO level: -3.76 eV